one | {"formula": "C2H4O2S2", "method": "ωB97M-V with the def2-TZVPD basis set", "symbols": ["O", "S", "O", "C", "S", "H", "H", "H", "H", "C"], "xyz": [[2.666, 0.509, 1.015], [1.614, 0.360, 0.057], [1.562, 1.217, -1.091], [-0.253, -0.480, 0.546], [1.005, -1.614, -0.320], [-2.292, 0.001, 0.244], [-1.421, -0.471, -1.230], [-0.373, -0.706, 1.590], [-1.163, 1.116, -0.526], [-1.345, 0.069, -0.286]], "e_homo_ev": -9.622, "homo_lumo_gap_ev": 9.00, "lumo_ev": -0.623, "smiles": "C[C@H]1SS1(=O)=O"}

---

two | {"formula": "C2H4O2S2", "method": "ωB97M-V with the def2-TZVPD basis set", "symbols": ["O", "H", "S", "H", "O", "H", "H", "C", "S", "C"], "xyz": [[2.328, 1.175, -1.202], [0.469, -0.804, -1.294], [3.071, -1.281, 0.071], [0.181, 1.346, -0.549], [2.414, 1.260, 1.221], [0.432, -1.581, 0.326], [-0.402, 1.088, 1.042], [-0.080, 0.563, 0.186], [2.274, 0.481, 0.032], [0.333, -0.659, -0.226]], "e_homo_ev": -9.570, "homo_lumo_gap_ev": 8.56, "lumo_ev": -1.010}

---

Need the numbers? Relative energies in kcal/mol: one 0.0; two 21.1.